# 1
{"formula": "CH11O5", "method": "ωB97M-V/def2-TZVPD", "e_lumo_ev": 3.97, "fmax_ev_per_a": 2.32, "charge": -1, "energy_ev": -11454.1730, "e_above_lowest_ev": 0.482, "homo_energy_ev": -4.697, "homo_lumo_gap_ev": 8.7, "elements": ["C", "O", "H", "H", "H", "H", "H", "O", "H", "H", "O", "H", "H", "O", "H", "H", "O"], "positions_angstrom": [[1.6604, -0.2370, 0.0297], [0.2894, -0.1051, 0.0236], [1.9853, -0.8251, -0.8611], [2.1559, 0.7373, -0.1652], [2.2938, -0.6774, 0.8297], [-0.1981, 1.8429, -0.0990], [-1.1494, 2.9099, 0.3595], [-0.4130, 2.7835, -0.2332], [-0.2187, 0.1770, -1.5702], [0.4310, 0.7533, -2.8449], [-0.3752, 0.3355, -2.5379], [-0.3916, -0.1663, 2.9834], [-0.2957, -0.0444, 1.4146], [-0.9443, 0.0279, 2.2207], [-1.4410, -1.8622, 0.5860], [-1.5363, -2.9369, -0.4976], [-1.8526, -2.7131, 0.3619]]}

---

# 2
{"formula": "C20H21ClN2O4S2", "method": "ωB97M-V/def2-TZVPD", "e_lumo_ev": 0.09, "fmax_ev_per_a": 1.12, "energy_ev": -66443.9530, "e_above_lowest_ev": 0.226, "homo_energy_ev": -8.267, "smiles": "O=C(N[C@H]1CCSc2ccccc21)c1ccc(Cl)c(S(=O)(=O)N2CCOCC2)c1", "homo_lumo_gap_ev": 8.4, "elements": ["O", "C", "N", "C", "C", "C", "S", "C", "C", "C", "C", "C", "C", "C", "C", "C", "C", "Cl", "C", "S", "O", "O", "N", "C", "C", "O", "C", "C", "C", "H", "H", "H", "H", "H", "H", "H", "H", "H", "H", "H", "H", "H", "H", "H", "H", "H", "H", "H", "H", "H"], "positions_angstrom": [[-1.9022, -1.4313, 2.8585], [-1.1368, -0.8232, 2.1371], [0.1738, -0.6588, 2.4143], [0.7830, -1.1781, 3.6300], [1.7762, -2.2957, 3.3049], [2.9932, -1.7735, 2.5669], [3.9924, -0.7005, 3.6473], [2.7467, 0.2469, 4.4611], [3.2069, 1.3280, 5.2125], [2.3248, 2.1375, 5.8945], [0.9633, 1.8785, 5.8335], [0.5091, 0.8010, 5.1004], [1.3841, -0.0358, 4.4126], [-1.5908, -0.1936, 0.8555], [-2.9230, 0.2044, 0.7537], [-3.4111, 0.7763, -0.4054], [-2.5613, 0.9464, -1.4930], [-3.1230, 1.6462, -2.9456], [-1.2415, 0.5334, -1.4054], [-0.1254, 0.7251, -2.7991], [1.1232, 0.1265, -2.4155], [-0.1160, 2.0913, -3.2209], [-0.9142, -0.1952, -3.9530], [-0.6387, -1.6185, -3.8266], [-0.9434, -2.3229, -5.1445], [-0.1525, -1.8457, -6.2109], [0.1578, -0.4636, -6.1313], [-0.8761, 0.3043, -5.3170], [-0.7559, -0.0334, -0.2444], [0.7338, -0.0543, 1.8350], [-0.0485, -1.6058, 4.2034], [2.0914, -2.7702, 4.2365], [1.2714, -3.0452, 2.6914], [3.6595, -2.5846, 2.2756], [2.7201, -1.2070, 1.6757], [4.2690, 1.5178, 5.2440], [2.6963, 2.9717, 6.4700], [0.2633, 2.5092, 6.3594], [-0.5485, 0.5838, 5.0532], [-3.5687, 0.0511, 1.6054], [-4.4401, 1.0890, -0.4795], [0.4128, -1.7709, -3.5539], [-1.2692, -2.0227, -3.0284], [-2.0112, -2.2022, -5.3800], [-0.7244, -3.3901, -5.0593], [0.2000, -0.0943, -7.1592], [1.1460, -0.3332, -5.6657], [-0.6227, 1.3634, -5.2684], [-1.8716, 0.1962, -5.7614], [0.2729, -0.3598, -0.2540]]}

---

# 3
{"formula": "C9H10BiF3NO3S", "method": "ωB97M-V/def2-TZVPD", "e_lumo_ev": 3.11, "fmax_ev_per_a": 3.47, "charge": -1, "energy_ev": -41954.1466, "homo_energy_ev": -3.525, "homo_lumo_gap_ev": 6.6, "elements": ["C", "C", "C", "C", "C", "Bi", "C", "C", "C", "N", "H", "H", "H", "H", "H", "H", "H", "H", "H", "H", "F", "C", "F", "F", "S", "O", "O", "O"], "positions_angstrom": [[0.1753, -1.4606, -2.3080], [-1.1609, -1.5830, -1.8049], [-1.0899, -2.2145, -0.5075], [0.3059, -2.4705, -0.2227], [1.0764, -2.0020, -1.3390], [-0.1420, 0.2570, 0.2067], [-0.8375, 2.0214, -1.2477], [0.5906, 2.1717, -1.7207], [0.9403, 2.6929, -2.9781], [1.4415, 1.5938, -0.8295], [-1.9418, -2.5918, 0.0745], [-2.0811, -1.3757, -2.3670], [0.6849, -3.0257, 0.6411], [2.1572, -2.1088, -1.4616], [0.4485, -1.1004, -3.3039], [-1.5389, 1.7217, -2.0349], [2.4272, 1.5265, -1.1214], [-1.1669, 2.7359, -0.4628], [0.1280, 2.9790, -3.6497], [1.9719, 2.6853, -3.3561], [-1.0197, -0.3390, 5.4688], [-0.4377, -0.7220, 4.3314], [0.7243, -1.3247, 4.6051], [-1.2531, -1.5840, 3.6794], [-0.1356, 0.7045, 3.1588], [-1.3569, 0.7234, 2.2743], [0.0509, 1.9083, 3.8958], [1.0392, 0.1812, 2.3800]]}

---

# 4
{"formula": "C4H5N3", "method": "ωB97M-V/def2-TZVPD", "e_lumo_ev": -1.23, "fmax_ev_per_a": 11.83, "energy_ev": -8694.9057, "e_above_lowest_ev": 4.907, "homo_energy_ev": -10.067, "smiles": "CN=C1N=CC=N1", "homo_lumo_gap_ev": 8.8, "elements": ["C", "N", "C", "N", "C", "C", "N", "H", "H", "H", "H", "H"], "positions_angstrom": [[2.4783, 0.2092, 0.0851], [1.3551, -0.7379, 0.0999], [0.1489, -0.2714, -0.1501], [-1.0134, -1.1678, -0.1832], [-2.0551, -0.3758, 0.2094], [-1.4103, 1.0537, 0.0437], [-0.1463, 1.0772, -0.2723], [2.6416, 0.6896, -0.6772], [3.3792, -0.4741, 0.0945], [2.5398, 0.7692, 1.0996], [-3.0117, -1.0442, 0.3879], [-1.8873, 2.1644, 0.4563]]}

---

# 5
{"formula": "C6H24N13O9", "method": "ωB97M-V/def2-TZVPD", "e_lumo_ev": [-0.71, -6.88], "fmax_ev_per_a": 7.52, "s2": 0.761, "energy_ev": -44405.7477, "spin_multiplicity": 2, "homo_energy_ev": [-9.386, -9.386], "homo_lumo_gap_ev": [8.7, 2.5], "elements": ["N", "O", "O", "O", "C", "O", "N", "N", "H", "H", "H", "H", "C", "O", "N", "N", "H", "H", "H", "H", "C", "O", "N", "N", "H", "H", "H", "H", "C", "O", "N", "N", "H", "H", "H", "H", "C", "O", "N", "N", "H", "H", "H", "H", "C", "O", "N", "N", "H", "H", "H", "H"], "positions_angstrom": [[-0.2542, -0.3807, 0.7777], [0.7175, -1.0355, 0.3118], [-1.2844, -0.9483, 1.1041], [-0.2646, 0.8408, 0.8301], [1.1978, -5.1758, 0.4370], [0.2990, -5.2792, -0.3581], [1.3857, -4.0409, 1.0612], [1.8898, -6.1928, 0.8788], [0.6654, -3.3769, 0.8156], [2.1762, -3.7965, 1.6405], [1.6245, -7.0813, 0.4784], [2.4569, -5.9023, 1.6625], [2.4391, 3.8202, -0.7041], [3.1119, 2.8439, -1.0445], [1.7034, 3.8968, 0.3710], [2.5758, 4.9816, -1.2709], [1.0751, 4.6769, 0.5007], [1.4708, 3.0099, 0.7945], [1.9632, 5.7489, -1.0343], [3.2298, 5.2459, -1.9938], [-4.3487, -2.1258, -0.3771], [-5.3753, -2.6308, -0.6983], [-4.2971, -1.1892, 0.5049], [-3.1100, -2.2662, -0.8151], [-5.1207, -0.9797, 1.0507], [-3.4503, -0.7746, 0.8668], [-2.3172, -1.8351, -0.3616], [-3.0845, -3.0036, -1.5049], [-2.3789, 3.2999, -0.0518], [-3.1010, 4.2997, -0.3371], [-2.5733, 2.7439, 1.0949], [-1.4326, 2.6860, -0.7529], [-1.9384, 1.9639, 1.1878], [-3.1373, 3.0323, 1.8816], [-0.8925, 1.9743, -0.2820], [-1.4249, 2.8797, -1.7441], [0.3984, -0.8181, -3.5114], [0.8261, -0.7258, -4.6733], [-0.4413, -1.6631, -2.9333], [0.8702, -0.0363, -2.5957], [-0.6099, -1.4929, -1.9521], [-0.9554, -2.2619, -3.5634], [0.6263, -0.0820, -1.6166], [1.4082, 0.6934, -3.0408], [2.6079, 1.0085, 2.6487], [3.5188, 1.4840, 3.2083], [1.4469, 0.7795, 3.1908], [2.6834, 0.6044, 1.4637], [0.7276, 0.7541, 2.4822], [1.1314, 1.0282, 4.1175], [3.5386, 0.7293, 0.9412], [2.0267, 0.0689, 0.9140]]}

---

# 6
{"formula": "C18H50BF4N6O10S3", "method": "ωB97M-V/def2-TZVPD", "e_lumo_ev": -8.62, "fmax_ev_per_a": 4.42, "charge": 3, "energy_ev": -92922.4460, "e_above_lowest_ev": 2.716, "homo_energy_ev": -15.816, "homo_lumo_gap_ev": 7.2, "elements": ["N", "H", "H", "H", "H", "N", "H", "H", "H", "H", "N", "H", "H", "H", "H", "N", "H", "H", "H", "H", "N", "H", "H", "H", "H", "N", "H", "H", "H", "H", "C", "C", "C", "O", "C", "C", "C", "O", "O", "O", "H", "H", "B", "F", "F", "F", "F", "C", "C", "C", "S", "O", "O", "C", "H", "H", "H", "H", "H", "H", "H", "H", "C", "C", "C", "S", "O", "O", "C", "H", "H", "H", "H", "H", "H", "H", "H", "C", "C", "C", "S", "O", "O", "C", "H", "H", "H", "H", "H", "H", "H", "H"], "positions_angstrom": [[-1.2751, -5.4057, 0.7811], [-1.7608, -4.5954, 0.3086], [-0.3410, -5.4832, 0.3833], [-1.7536, -6.2448, 0.4458], [-1.1325, -5.3225, 1.7935], [-4.2206, -3.1713, -2.1252], [-4.8466, -2.4786, -2.6015], [-3.4753, -2.7946, -1.5006], [-3.6049, -3.6276, -2.8014], [-4.8387, -3.9115, -1.7960], [3.5802, -4.2403, 0.3591], [3.3259, -3.3170, 0.7697], [3.8881, -4.0865, -0.5940], [2.6683, -4.6891, 0.3628], [4.2785, -4.4881, 1.0654], [-2.3250, 1.7542, -1.8187], [-3.0588, 2.4535, -1.7439], [-2.7186, 0.8079, -1.7953], [-1.7481, 1.7586, -0.9580], [-1.7409, 1.7551, -2.6533], [-1.7796, 0.7386, -4.4801], [-1.3467, -0.0066, -5.0281], [-2.0567, 1.4918, -5.1145], [-1.0489, 1.0067, -3.8305], [-2.6990, 0.4003, -4.1400], [3.7420, -0.9233, -3.1962], [4.7155, -0.6576, -3.0445], [3.7430, -1.9263, -2.9898], [3.4593, -0.9131, -4.1760], [3.0231, -0.5378, -2.5517], [0.5717, -0.5798, -1.4914], [1.5734, -0.8503, -0.5674], [1.1843, -1.7184, 0.6322], [2.0408, -1.9395, 1.5392], [0.0258, -2.4619, 0.6849], [-1.0397, -2.2027, -0.2556], [-0.7371, -1.1747, -1.4217], [-1.7156, -0.8525, -2.1004], [-1.9898, -3.0229, -0.4010], [2.7189, -0.3064, -0.6848], [0.7521, 0.0454, -2.3610], [-0.1777, -3.2195, 1.4206], [-5.2200, 0.0768, -2.9455], [-4.9634, 0.0208, -1.5979], [-4.2071, 0.7252, -3.7005], [-5.4096, -1.2185, -3.4323], [-6.4052, 0.8003, -3.1620], [1.2820, 5.4949, -1.7238], [0.6402, 6.3981, -2.7611], [-0.2698, 5.5752, -3.6326], [-1.0285, 4.4568, -2.4564], [-1.5576, 3.2793, -3.1527], [-1.9663, 5.2348, -1.6665], [0.5867, 4.1503, -1.6345], [1.3134, 5.9597, -0.7390], [2.3229, 5.3029, -1.9939], [1.4139, 6.8405, -3.3863], [0.1065, 7.1470, -2.1803], [0.0938, 4.9059, -4.4114], [-1.0905, 6.1950, -3.9958], [1.1323, 3.4773, -2.3054], [0.5920, 3.6103, -0.6887], [2.1346, -2.1880, 5.4964], [0.9642, -1.4809, 4.9080], [-0.2296, -2.3686, 4.5907], [0.3220, -3.9567, 5.1701], [-0.0055, -4.9970, 4.2033], [0.0706, -4.1226, 6.5676], [2.0614, -3.6227, 4.8994], [2.1535, -2.2226, 6.5839], [3.0136, -1.6529, 5.1362], [1.1964, -1.1419, 3.8925], [0.5056, -0.6517, 5.4461], [-0.5844, -2.4526, 3.5654], [-1.1078, -2.0847, 5.1735], [2.1526, -3.5872, 3.8146], [2.5061, -4.4858, 5.3907], [1.3988, 2.1697, 3.5052], [2.2643, 3.0609, 2.5694], [1.5640, 3.1045, 1.1845], [-0.1711, 2.6844, 1.4478], [-0.5324, 2.0558, 0.1926], [-0.8941, 3.8794, 1.7443], [0.1516, 1.6370, 2.8462], [1.1155, 2.7461, 4.3875], [1.9178, 1.3337, 3.9762], [3.1428, 2.4548, 2.3398], [2.6418, 3.9960, 2.9688], [1.8513, 2.1690, 0.6981], [1.6753, 3.9949, 0.5746], [0.1665, 0.6339, 2.4086], [-0.6707, 1.6007, 3.5610]]}